Version 1
20
Properties=species:S:1:pos:R:3 method="wB97M-V/def2-TZVPD" charge=+1 homo_ha=-0.4823 multiplicity=1
O 1.4640 -0.1749 -1.8707
O -5.0428 1.1223 -0.8003
N -0.5641 2.1521 0.8537
C 1.1970 -1.2370 0.8306
C 1.9588 -1.2507 -1.6489
C 0.8570 0.1843 0.6716
C 2.1511 -1.8094 -0.2657
C -0.3698 0.6622 0.7615
H 2.0546 -2.8946 -0.3136
H -0.4322 2.6827 -0.0086
H -5.4988 0.3098 -1.0559
H -1.5416 2.3214 1.1211
H 3.1860 -1.5966 -0.0046
H -1.2732 0.0740 0.8285
H 0.0320 2.4168 1.6389
H 2.3505 -1.8725 -2.4760
H 1.7645 -1.3629 1.7518
H 0.3798 -1.9374 0.9651
H -4.3372 1.3284 -1.4123
H 1.6646 0.8820 0.4338

Version 2
20
Properties=species:S:1:pos:R:3 method="wB97M-V/def2-TZVPD" charge=+1 homo_ha=-0.4995 smiles="[NH3+][C@@H](CO)CCC=O" multiplicity=1
O -2.4792 -1.5489 -0.4040
O 2.4956 0.4901 -1.4854
N -0.5891 -1.1693 1.1267
C 2.5899 1.1585 -0.4942
C 1.5789 1.0563 0.6435
C -1.6633 -0.5207 -0.9625
C -0.3128 -0.4484 -0.1815
C 0.1540 0.9586 0.0413
H 1.6790 1.9074 1.3165
H 0.4437 -1.0290 -0.6532
H -1.1009 -0.4894 1.6920
H -1.1807 -1.9814 1.0467
H 0.2804 -1.3271 1.6189
H 3.4319 1.8508 -0.3222
H -1.6074 -0.6798 -2.0313
H 0.2195 1.3215 -0.9680
H -2.0937 0.4541 -0.7432
H 1.8638 0.1896 1.2493
H -0.5615 1.6071 0.5509
H -3.1483 -1.8001 -1.0403

Stability ranking, top entry: version 2; the second entry is 17.2 kcal/mol less favorable.

Version 1
9
Properties=species:S:1:pos:R:3 method="wB97M-V/def2-TZVPD" charge=-1 homo_ha="-0.1095 / -0.1224" multiplicity=1
S 1.8477 0.1012 0.4956
O 1.8406 1.1661 -0.5026
O 2.5799 -1.1851 0.1364
N -2.0462 0.0364 0.4130
N -1.9377 1.2264 0.3836
C 0.3361 -0.6942 -0.0313
H 0.0734 -1.8006 0.2150
H 0.1492 -0.5932 -1.0681
H -2.8431 1.7431 -0.0417

Version 2
9
Properties=species:S:1:pos:R:3 method="wB97M-V/def2-TZVPD" charge=-1 homo_ha=-0.1341 multiplicity=1
S 1.7857 0.1165 0.4198
O 2.7603 -0.8978 0.0955
O 1.9651 1.3908 -0.3376
N -1.1453 -0.4959 -0.3202
N 0.1788 -0.6634 -0.4338
C -1.7262 0.4911 0.3119
H -1.2181 1.3043 0.6342
H 0.3255 -1.6376 -0.6702
H -2.9259 0.3920 0.3003

Stability ranking, top entry: version 2; the second entry is 70.7 kcal/mol less favorable.

Version 1
15
Properties=species:S:1:pos:R:3 method="wB97M-V/def2-TZVPD" homo_ha=-0.3184 multiplicity=1
F 0.2135 -2.3365 1.7163
O 1.5619 -1.0353 -0.0038
N 0.0680 2.2483 -0.5258
N -0.5941 -0.2420 -0.0110
C 1.1729 1.2976 -0.5196
C -1.3150 -1.4620 0.1931
C 0.7600 -0.1017 -0.1267
C -0.8884 -2.4995 0.9676
H 0.1123 2.9083 -1.2373
H 1.7428 1.2618 -1.4252
H -0.0086 2.7588 0.3521
H -2.2708 -1.5067 -0.3342
H -1.4115 -3.3987 1.1212
H 1.9799 1.5684 0.2066
H -1.1229 0.5391 -0.3735

Version 2
15
Properties=species:S:1:pos:R:3 method="wB97M-V/def2-TZVPD" homo_ha=-0.2982 multiplicity=1
F 1.9132 -2.0493 -0.0038
O 0.0134 0.9934 0.0022
N -0.6099 -1.2250 0.0005
N -2.5955 0.0636 -0.0059
C -1.9806 -1.0538 0.0035
C 1.0325 1.9730 -0.0065
C 0.4152 -0.2730 0.0051
C 1.6960 -0.6959 -0.0030
H 0.5171 2.9330 -0.0149
H -2.4560 -2.0446 -0.0277
H -3.5794 -0.1207 0.0173
H 2.5773 -0.0853 0.0073
H 1.6703 1.8763 0.9022
H -0.2709 -2.1720 0.0066
H 1.6572 1.8804 -0.8829

Stability ranking, top entry: version 1; the second entry is 20.8 kcal/mol less favorable.

Version 1
7
Properties=species:S:1:pos:R:3 method="wB97M-V/def2-TZVPD" homo_ha=-0.3582 smiles=SC1(S)OO1 multiplicity=1
S -1.7575 0.1542 -0.5720
S 0.8376 1.5886 -0.1776
O 0.8351 -1.0456 -0.4720
O 0.4401 -0.9096 0.8636
C -0.0063 0.0508 -0.1530
H 1.9046 0.9811 0.4396
H -2.2535 -0.8195 0.0714

Version 2
7
Properties=species:S:1:pos:R:3 method="wB97M-V/def2-TZVPD" homo_ha="-0.3384 / -0.3383" multiplicity=1
S 0.2122 -0.4544 -0.0537
S -0.5181 -0.5873 -2.3345
O -0.7697 0.3817 2.4921
O 1.6033 0.0209 -0.2788
C -0.3267 0.7124 1.4797
H -0.3030 -1.8871 -2.6557
H 0.1021 1.8138 1.3510

Stability ranking, top entry: version 2; the second entry is 21.7 kcal/mol less favorable.

Version 1
64
Properties=species:S:1:pos:R:3 method="wB97M-V/def2-TZVPD" s_squared=0.789 homo_ha="-0.2894 / -0.2872" multiplicity=2
I 4.0683 1.5693 4.0808
Mn 0.8386 1.1107 0.1734
S -1.2958 -1.2166 -1.8204
F 3.4031 1.7761 0.9046
F 2.1224 3.5270 1.3015
O -2.4861 -0.8898 -1.0749
O -1.2500 -0.8273 -3.2064
O 1.0619 0.4665 2.0131
N -1.5512 -7.1014 -1.5112
N 1.4617 -1.8013 -2.3965
N 1.5913 -0.8297 3.7621
N -0.0379 -0.5496 -1.0116
N 2.1201 0.0895 -1.1261
C -1.3118 2.7944 0.0702
C -0.9047 3.1541 2.4411
C -1.3123 -3.5837 -0.4829
C -1.3075 3.3658 -1.3370
C -0.7567 3.5380 1.1193
C 1.4672 0.3802 3.1680
C -2.1354 1.2396 1.7454
C -1.1280 -5.1032 -2.7962
C -1.0432 -3.7261 -2.8702
C -1.3345 -5.7368 -1.5677
C 3.3737 -0.0639 -1.5272
C 1.7676 1.5836 3.9865
C -1.8287 1.6101 4.2178
C -2.0112 1.6380 0.4172
C -1.3926 -4.9609 -0.4063
C -1.6022 1.9978 2.7795
C -1.1426 -2.9676 -1.7147
C 2.2911 2.4788 0.3809
C 1.1889 -0.7988 -1.5535
C 2.7073 -1.8982 -2.8320
C -2.2053 2.6094 -2.3114
C 0.1217 3.4067 -1.8906
C 3.7299 -1.0530 -2.4206
H 1.7464 1.4995 5.0636
H -1.7085 0.5342 4.3566
H -1.6706 4.3955 -1.2625
H -1.4047 -2.9722 0.4061
H 2.1939 -0.8937 4.5672
H 1.6267 2.5490 3.5239
H -0.9155 -3.2200 -3.8173
H -2.6967 0.3381 1.9645
H -1.8444 1.5946 -2.4853
H -2.5209 1.0591 -0.3345
H -1.1384 2.1290 4.8845
H 4.0972 0.6301 -1.1162
H -1.0660 -5.7003 -3.6989
H 2.6853 2.9541 -0.5261
H 4.7452 -1.1623 -2.7688
H 2.8980 -2.7046 -3.5338
H 1.6036 -1.6241 3.1410
H -2.8449 1.8679 4.5223
H -0.4803 3.7750 3.2229
H 0.7582 4.0816 -1.3183
H -2.2146 3.1280 -3.2711
H 0.5644 2.4005 -1.8751
H -3.2329 2.5472 -1.9502
H 0.1217 3.7411 -2.9292
H -0.2658 4.4793 0.9033
H -1.4851 -7.5542 -0.6180
H -1.2907 -7.6547 -2.3069
H -1.5377 -5.4455 0.5525

Version 2
64
Properties=species:S:1:pos:R:3 method="wB97M-V/def2-TZVPD" s_squared=0.786 homo_ha="-0.2908 / -0.2717" multiplicity=2
I 1.6444 2.0371 -4.3319
Mn -0.3937 0.1554 0.2219
S 2.2027 1.9674 1.7168
F -2.9927 1.3521 0.8304
F -1.3845 2.6839 0.0487
O 3.4296 1.3734 2.1752
O 2.2185 2.6864 0.4604
O 0.8999 0.2546 -1.3366
N 1.0456 0.8543 1.5361
N 1.0830 0.0361 3.7934
N 0.2065 5.7268 5.8296
N -0.4264 -0.6694 2.0838
N 3.1309 0.4893 -1.3369
C -1.6169 1.5717 0.8999
C -0.5698 -1.6490 4.2219
C 0.6140 0.0754 2.5490
C 0.1203 4.8260 3.5898
C 0.6020 3.9609 2.6289
C 2.1695 3.0610 4.2239
C -1.0076 -1.5201 2.9140
C 1.6898 3.9316 5.1848
C -0.7863 -2.4926 -1.2331
C -1.7272 -1.6053 -0.6828
C 1.7540 2.2917 -2.2121
C 1.8992 0.9476 -1.5696
C 1.6277 3.0767 2.9496
C 1.2009 -3.2783 0.0554
C -0.2208 -3.6223 -0.4010
C -0.8600 -1.1827 -3.2694
C 0.6575 4.8206 4.8810
C -0.3731 -2.2609 -2.5346
C -2.1930 -0.5080 -1.4075
C -0.2456 -4.9635 -1.1285
C -1.7604 -0.2861 -2.7220
C -2.2807 0.8889 -3.4983
C 0.4847 -0.8267 4.6038
H 0.3521 -2.9215 -2.9949
H 2.1163 3.9287 6.1808
H -1.0330 -2.3406 4.9073
H -2.1719 -1.8362 0.2784
H -1.8429 -2.0936 2.5297
H 0.1014 -5.7605 -0.4695
H 2.5906 2.9486 -2.0091
H -2.5234 1.7136 -2.8284
H -0.8507 -3.7082 0.4909
H -0.7182 6.0948 5.6788
H 0.3775 5.4788 6.7899
H 0.8229 2.7419 -1.8864
H 0.1885 3.9669 1.6279
H -3.1889 0.6227 -4.0433
H 1.6152 -4.0733 0.6780
H 2.9597 2.3599 4.4507
H -1.5453 1.2371 -4.2229
H 3.9030 1.1336 -1.3201
H 0.4111 -4.9519 -2.0001
H -0.5048 -1.0260 -4.2811
H -2.9456 0.1354 -0.9748
H 0.8687 -0.8622 5.6181
H 3.2134 -0.3451 -0.7767
H -0.6729 5.5217 3.3440
H -1.2509 -5.2129 -1.4687
H 1.8507 -3.1510 -0.8134
H -1.4502 1.9621 1.9133
H 1.2218 -2.3491 0.6294

Stability ranking, top entry: version 2; the second entry is 34.9 kcal/mol less favorable.